[1]
This record from the OMol25 dataset describes a single C4H10N2O molecule. The level of theory is wB97M-V/def2-TZVPD.

Last column: Mulliken charge in e.
Atoms and positions in Å:
O: -0.696 1.634 -0.365  -0.672
N: 0.672 0.153 0.688  0.055
N: -0.502 -0.416 -1.295  -0.200
C: 0.787 1.113 1.771  -0.989
C: -0.213 0.508 -0.314  0.592
C: -1.537 -0.040 -2.245  -0.835
C: 1.083 -1.201 0.993  -0.970
H: 1.799 1.081 2.186  0.315
H: -2.548 -0.209 -1.852  0.271
H: 0.296 -1.797 1.482  0.309
H: -0.316 -1.397 -1.161  0.209
H: 0.588 2.104 1.368  0.324
H: -1.433 1.027 -2.443  0.308
H: 1.439 -1.731 0.103  0.350
H: -1.412 -0.595 -3.177  0.302
H: 1.928 -1.147 1.688  0.306
H: 0.064 0.913 2.574  0.325

Values from the calculation:
**Total charge**: 0
**Total energy**: -343.1740 Ha
**HOMO energy**: -8.98 eV
**Structure (SMILES)**: CNC(=O)N(C)C
**HOMO-LUMO gap**: 0.360 Eh
**ΔE to the lowest compared entry with this formula, charge and spin**: 17.3 kcal/mol


[2]
This record from the OMol25 dataset describes 4 unconnected molecules or ions with the total composition H8O4. The level of theory is wB97M-V/def2-TZVPD.

Last column: Mulliken charge in e.
Atoms and positions in Å:
O: 1.783 -0.481 0.791  -0.687
O: -0.475 -2.025 0.287  -0.699
O: -0.054 2.060 -2.502  -0.635
O: -1.397 0.289 1.705  -0.657
H: -0.470 -2.419 -0.589  0.310
H: 1.391 0.403 0.878  0.338
H: -1.970 -0.229 2.279  0.299
H: 0.467 2.439 -3.221  0.316
H: -0.947 2.423 -2.564  0.322
H: 2.498 -0.441 1.441  0.314
H: -1.228 -0.341 0.970  0.370
H: 0.401 -1.681 0.526  0.410

Values from the calculation:
**Total charge**: 0
**Total energy**: -305.7525 Ha
**HOMO energy**: -10.80 eV
**Structure (SMILES)**: O.O.O.O
**HOMO-LUMO gap**: 0.424 Eh
**ΔE to the lowest compared entry with this formula, charge and spin**: 16.7 kcal/mol


[3]
This record from the OMol25 dataset describes a molecular structure, C3H8NO at a distorted geometry. The level of theory is wB97M-V/def2-TZVPD.

Last column: Mulliken charge in e.
Atoms and positions in Å:
O: 2.078 -0.809 0.569  -0.582
N: -0.917 0.281 0.375  -0.089
C: 0.192 1.740 -1.299  -0.591
C: 0.251 0.641 -0.425  0.514
C: -1.165 -1.206 0.608  -0.708
H: 1.118 2.039 -1.662  0.314
H: -0.802 2.272 -1.471  0.311
H: -2.017 -1.437 1.243  0.338
H: -1.197 -1.834 -0.277  0.300
H: 1.288 0.021 -0.047  0.148
H: -1.384 1.091 0.900  0.372
H: -0.336 -1.561 1.227  0.354
H: 2.892 -1.238 0.259  0.319

Values from the calculation:
**Total charge**: +1
**Total energy**: -248.5905 Ha
**HOMO energy**: -15.01 eV
**HOMO-LUMO gap**: 0.226 Eh
**ΔE to the lowest compared entry with this formula, charge and spin**: 154.0 kcal/mol


[4]
This record from the OMol25 dataset describes a molecular structure, C14H20N5O2PbS at a distorted geometry. The level of theory is wB97M-V/def2-TZVPD.

Last column: Mulliken charge in e.
Atoms and positions in Å:
Pb: 0.874 -0.370 0.084  1.005
S: -0.057 -2.839 -0.373  -0.471
O: -0.682 2.313 -0.906  -0.348
O: 3.963 -0.063 -1.015  -0.407
N: -1.888 -4.587 -1.348  0.163
N: 0.579 1.823 -1.066  -0.177
N: -0.698 -3.715 -2.927  0.048
N: 3.004 0.680 -1.174  0.278
N: 0.855 0.124 2.898  -0.480
C: -2.273 -5.174 -2.525  -0.028
C: -1.376 0.362 3.813  -0.366
C: -2.258 2.577 4.126  -0.402
C: -1.036 3.152 3.716  -0.636
C: -2.407 1.175 4.193  -0.593
C: -0.161 0.939 3.358  1.071
C: 1.330 3.772 -2.385  -1.423
C: -1.527 -4.630 -3.520  -0.511
C: 2.828 1.812 -1.758  0.670
C: 1.498 2.456 -1.707  0.450
C: -0.923 -3.686 -1.603  0.194
C: 0.001 2.349 3.334  -0.326
C: 4.023 2.405 -2.453  -1.323
C: -2.407 -4.930 -0.033  -0.831
H: 4.412 1.700 -3.190  0.404
H: -2.997 -4.111 0.374  0.322
H: 3.796 3.343 -2.947  0.330
H: -3.334 0.747 4.549  0.437
H: 0.014 -3.196 -3.415  0.200
H: 4.827 2.568 -1.732  0.397
H: 0.951 2.779 3.042  0.410
H: -3.095 3.218 4.376  0.457
H: -3.041 -5.807 -0.129  0.301
H: -1.471 -0.715 3.883  0.391
H: 0.820 -0.813 3.298  0.295
H: 0.332 4.196 -2.309  0.404
H: -1.530 -4.833 -4.576  0.427
H: 1.779 0.531 3.028  0.323
H: 2.033 4.497 -1.969  0.382
H: 1.569 3.666 -3.444  0.379
H: -3.020 -5.947 -2.574  0.420
H: -0.800 3.167 -1.352  0.364
H: -0.921 4.227 3.710  0.448
H: -1.589 -5.158 0.647  0.352

Values from the calculation:
**Total charge**: +3
**Total energy**: -1559.6376 Ha
**HOMO energy (spin up / spin down)**: -16.77 / -16.75 eV
**HOMO-LUMO gap (spin up / spin down)**: 0.223 / 0.157 Eh
**ΔE to the lowest compared entry with this formula, charge and spin**: 23.5 kcal/mol


[5]
This record from the OMol25 dataset describes 2 unconnected molecules or ions with the total composition C4H12 at a distorted geometry. The level of theory is wB97M-V/def2-TZVPD.

Last column: Mulliken charge in e.
Atoms and positions in Å:
C: 1.509 -2.452 -0.024  -0.896
C: -0.813 1.872 -0.588  -0.750
C: 1.323 -0.980 0.372  -0.684
C: -2.040 1.639 0.284  -0.753
H: 0.248 1.654 -0.296  0.223
H: 0.382 -0.866 0.869  0.226
H: 1.369 -2.978 0.915  0.274
H: -2.781 1.002 -0.258  0.234
H: 0.823 -2.684 -0.841  0.298
H: -0.881 1.009 -1.266  0.233
H: -0.797 2.827 -1.118  0.318
H: -1.816 0.975 1.130  0.253
H: 2.105 -0.759 1.117  0.297
H: 1.269 -0.247 -0.423  0.212
H: 2.517 -2.655 -0.465  0.256
H: -2.418 2.642 0.591  0.257

Values from the calculation:
**Total charge**: 0
**Total energy**: -159.5563 Ha
**HOMO energy**: -11.03 eV
**Structure (SMILES)**: CC.CC
**HOMO-LUMO gap**: 0.446 Eh
**ΔE to the lowest compared entry with this formula, charge and spin**: 18.0 kcal/mol


[6]
This record from the OMol25 dataset describes a molecular structure, C33H43FeGeN3O3 at a distorted geometry. The level of theory is wB97M-V/def2-TZVPD.

Last column: Löwdin spin population.
Atoms and positions in Å:
Ge: -1.750 0.280 1.966  0.002
Fe: -0.572 -0.708 -0.690  1.055
O: -1.097 -1.363 1.105  0.032
O: -1.715 0.720 0.008  0.000
O: -0.076 0.913 2.332  0.000
N: 0.242 -2.550 -1.678  -0.009
N: 1.428 -0.539 -0.412  -0.001
N: -2.222 -1.290 -1.635  -0.012
C: -1.524 -3.727 1.136  0.001
C: 0.277 1.845 3.367  0.000
C: 3.359 0.347 0.669  0.000
C: 1.382 -3.655 -3.960  -0.002
C: -1.356 3.087 -0.311  0.001
C: -0.814 -2.578 1.837  0.001
C: 0.064 -3.931 -3.627  0.000
C: -3.376 -1.580 -1.045  0.001
C: -3.589 2.206 0.387  -0.001
C: 4.167 -0.565 0.016  0.001
C: 3.581 -1.453 -0.873  -0.001
C: -2.802 1.831 -1.916  0.000
C: -3.148 -1.808 -3.759  -0.001
C: 2.123 -2.841 -3.128  0.000
C: 1.513 -2.306 -2.000  -0.002
C: 0.694 -2.803 1.860  0.000
C: -0.947 2.325 4.144  0.000
C: 0.681 1.074 -2.783  -0.005
C: -2.079 -1.379 -2.979  -0.003
C: -2.350 1.943 -0.466  -0.003
C: 2.214 -1.402 -1.072  -0.001
C: -0.983 -0.508 -3.458  -0.004
C: 0.108 0.838 -5.116  0.001
C: -4.472 -2.009 -1.771  0.000
C: 1.995 0.325 0.433  0.003
C: -0.215 0.073 -2.437  -0.047
C: -1.330 -2.446 3.265  0.000
C: 1.220 1.105 4.310  0.000
C: -4.347 -2.132 -3.148  0.000
C: -0.464 -3.358 -2.485  -0.002
C: 1.000 3.053 2.730  0.000
C: -0.810 -0.150 -4.790  -0.002
C: 0.838 1.458 -4.112  -0.002
H: 1.539 2.243 -4.365  0.000
H: 0.529 3.998 3.003  0.000
H: -5.398 -2.235 -1.263  0.000
H: -0.638 3.031 4.916  0.000
H: -1.413 -0.595 -5.572  0.000
H: -0.556 -4.558 -4.252  0.000
H: 5.234 -0.591 0.193  0.000
H: -3.537 1.034 -2.046  0.000
H: 1.828 -4.085 -4.847  0.000
H: 1.195 -1.920 2.261  0.000
H: 0.235 1.139 -6.147  0.000
H: 1.618 1.774 5.076  0.000
H: -1.061 3.196 0.733  0.000
H: -5.190 -2.453 -3.747  0.000
H: -2.406 -2.263 3.285  0.000
H: 1.070 -3.003 0.856  0.000
H: 1.285 1.559 -2.024  -0.001
H: 0.941 -3.660 2.489  0.000
H: 2.045 3.108 3.043  0.000
H: -1.464 1.495 4.630  0.000
H: -1.974 1.675 -2.600  0.000
H: -2.606 -3.595 1.175  0.000
H: -1.133 -3.368 3.813  0.000
H: 3.762 1.069 1.364  0.000
H: -3.284 2.770 -2.192  0.000
H: -4.100 3.093 0.010  0.000
H: -3.034 -1.906 -4.830  0.000
H: -1.350 -3.786 -2.031  0.000
H: 4.173 -2.193 -1.392  0.000
H: 2.058 0.688 3.746  0.000
H: -4.282 1.363 0.337  0.000
H: -1.208 -3.782 0.095  0.000
H: 0.976 2.985 1.643  0.000
H: -0.462 2.897 -0.909  0.000
H: -1.655 2.839 3.489  0.000
H: -0.826 -1.633 3.794  0.000
H: -1.278 -4.676 1.615  0.000
H: 1.313 0.987 0.946  0.000
H: 0.699 0.283 4.806  0.000
H: -1.797 4.028 -0.644  0.000
H: 3.148 -2.588 -3.362  0.000
H: -3.402 -1.460 0.030  0.000
H: -3.348 2.387 1.435  0.000

Values from the calculation:
**Total charge**: +1
**Total energy**: -5013.7769 Ha
**HOMO energy (spin up / spin down)**: -10.45 / -10.45 eV
**Spin multiplicity**: 2
**HOMO-LUMO gap (spin up / spin down)**: 0.267 / 0.271 Eh
**ΔE to the lowest compared entry with this formula, charge and spin**: 0.0 kcal/mol